Entry 1:
{
  "formula": "C21H26N2O4S",
  "method": "ωB97M-V/def2-TZVPD",
  "species": ["C", "C", "C", "C", "C", "C", "C", "H", "H", "S", "O", "O", "N", "C", "C", "C", "C", "C", "C", "H", "H", "O", "C", "H", "C", "O", "N", "C", "H", "C", "C", "C", "C", "H", "H", "H", "H", "H", "H", "H", "H", "H", "H", "H", "H", "C", "H", "H", "H", "H", "H", "H", "H", "H"],
  "positions_angstrom": [[-6.71, -2.50, 0.60], [-5.65, -1.47, 0.43], [-4.92, -1.01, 1.53], [-3.94, -0.05, 1.38], [-3.69, 0.47, 0.12], [-4.40, 0.04, -0.98], [-5.37, -0.93, -0.83], [-5.93, -1.27, -1.69], [-4.18, 0.47, -1.95], [-2.46, 1.76, -0.08], [-1.61, 1.79, 1.07], [-3.16, 2.96, -0.43], [-1.60, 1.28, -1.45], [-0.54, 0.39, -1.26], [0.63, 0.46, -2.01], [1.68, -0.41, -1.79], [1.58, -1.38, -0.80], [0.39, -1.48, -0.07], [-0.65, -0.62, -0.31], [-1.56, -0.71, 0.27], [0.31, -2.25, 0.68], [2.57, -2.26, -0.44], [3.85, -2.09, -1.01], [3.84, -2.30, -2.08], [4.49, -0.70, -0.84], [5.02, -0.17, -1.80], [4.45, -0.12, 0.37], [3.92, -0.68, 1.60], [3.60, -1.70, 1.45], [2.76, 0.18, 2.12], [3.20, 1.63, 2.30], [3.78, 2.14, 0.98], [4.92, 1.24, 0.52], [5.32, 1.56, -0.44], [5.73, 1.26, 1.26], [4.14, 3.16, 1.09], [3.00, 2.14, 0.22], [2.35, 2.24, 2.60], [3.97, 1.69, 3.08], [2.42, -0.23, 3.08], [1.93, 0.13, 1.42], [4.74, -0.67, 2.34], [4.49, -2.84, -0.52], [2.57, -0.31, -2.38], [0.75, 1.21, -2.78], [-1.63, 2.16, -2.59], [-2.55, 2.73, -2.54], [-0.79, 2.86, -2.60], [-1.61, 1.57, -3.51], [-3.36, 0.31, 2.21], [-5.12, -1.42, 2.50], [-6.41, -3.26, 1.32], [-6.95, -2.98, -0.34], [-7.62, -2.03, 0.98]],
  "max_force_ha_per_bohr": 0.0245,
  "e_above_lowest_kj_mol": 80.1,
  "smiles": "Cc1ccc(S(=O)(=O)N(C)c2ccc(OCC(=O)N3CCCCC3)cc2)cc1",
  "total_energy_ev": -44204.331,
  "lumo_energy_ha": 0.023,
  "gap_ev": 8.7
}

---

Entry 2:
{
  "formula": "C5H5NO",
  "method": "ωB97M-V/def2-TZVPD",
  "species": ["C", "C", "C", "C", "C", "O", "N", "H", "H", "H", "H", "H"],
  "positions_angstrom": [[-0.11, -0.92, -0.26], [-0.51, 0.28, 0.29], [1.28, -1.10, -0.35], [1.51, 0.89, 0.76], [-1.38, 1.26, 0.20], [-0.93, -1.99, -0.49], [1.98, -0.07, 0.11], [-1.84, -1.68, -0.51], [1.76, -2.03, -0.60], [1.75, 1.93, 0.53], [-1.50, 2.00, 0.99], [-2.00, 1.41, -0.68]],
  "max_force_ha_per_bohr": 0.0407,
  "e_above_lowest_kj_mol": 418.2,
  "total_energy_ev": -8799.084,
  "lumo_energy_ha": [0.004, 0.004],
  "gap_ev": [8.5, 8.5]
}

---

Entry 3:
{
  "formula": "C19H17NO3",
  "method": "ωB97M-V/def2-TZVPD",
  "species": ["C", "H", "O", "C", "C", "C", "C", "C", "C", "H", "O", "C", "H", "H", "H", "C", "O", "N", "C", "C", "C", "C", "C", "C", "C", "C", "C", "C", "H", "H", "H", "H", "H", "H", "H", "H", "H", "H", "H", "H"],
  "positions_angstrom": [[5.86, 3.40, 1.83], [5.92, 3.65, 0.76], [4.52, 3.39, 2.27], [3.66, 2.49, 1.73], [2.35, 2.51, 2.23], [1.43, 1.63, 1.74], [1.74, 0.69, 0.74], [3.04, 0.68, 0.23], [3.98, 1.59, 0.74], [4.97, 1.54, 0.30], [3.54, -0.07, -0.78], [2.73, -0.97, -1.50], [1.84, -0.47, -1.90], [3.35, -1.31, -2.33], [2.42, -1.82, -0.89], [0.66, -0.28, 0.40], [0.76, -1.48, 0.54], [-0.48, 0.35, -0.02], [-1.72, -0.19, -0.35], [-1.99, -1.54, -0.32], [-3.26, -2.02, -0.68], [-3.56, -3.40, -0.66], [-4.81, -3.85, -1.00], [-5.81, -2.94, -1.39], [-5.55, -1.60, -1.42], [-4.28, -1.11, -1.07], [-3.97, 0.27, -1.09], [-2.73, 0.72, -0.74], [-2.51, 1.78, -0.76], [-4.74, 0.97, -1.38], [-6.32, -0.90, -1.71], [-6.79, -3.32, -1.66], [-5.03, -4.91, -0.98], [-2.79, -4.09, -0.36], [-1.23, -2.24, -0.03], [-0.43, 1.36, -0.08], [0.43, 1.63, 2.15], [2.10, 3.22, 3.01], [6.35, 2.44, 2.01], [6.35, 4.18, 2.40]],
  "max_force_ha_per_bohr": 0.0121,
  "e_above_lowest_kj_mol": 75.1,
  "smiles": "COc1ccc(C(=O)Nc2ccc3ccccc3c2)c(OC)c1",
  "total_energy_ev": -27611.551,
  "lumo_energy_ha": 0.023,
  "gap_ev": 8.6
}

---

Entry 4:
{
  "formula": "C3H7O3",
  "method": "ωB97M-V/def2-TZVPD",
  "species": ["O", "C", "O", "H", "H", "C", "O", "C", "H", "H", "H", "H", "H"],
  "positions_angstrom": [[-1.62, -0.35, -3.48], [-1.32, -0.09, -2.30], [-0.53, -0.70, -1.52], [-2.03, 0.61, -1.82], [-0.80, -0.78, 0.03], [0.14, 0.28, 1.41], [-0.81, -0.74, 1.05], [1.49, 0.07, 0.80], [-0.20, 1.31, 1.24], [0.04, 0.20, 2.51], [2.09, 0.86, 1.25], [2.01, -0.82, 1.14], [1.54, 0.15, -0.29]],
  "max_force_ha_per_bohr": 0.0445,
  "e_above_lowest_kj_mol": 91.2,
  "charge": -1,
  "total_energy_ev": -9368.214,
  "lumo_energy_ha": 0.150,
  "gap_ev": 8.6
}